Entry 1:
{
  "formula": "C6H12N2O",
  "method": "ωB97M-V with the def2-TZVPD basis set",
  "smiles": "[H]/N=C\\C(C)C.N=C=CO",
  "total_charge": 0,
  "orbital_gap_ev": 8.77,
  "e_homo_ha": -0.2951,
  "fmax_ha_per_bohr": 0.0166,
  "e_lumo_ha": 0.0271,
  "elements": ["H", "N", "C", "C", "C", "C", "H", "H", "H", "H", "H", "H", "H", "H", "N", "C", "C", "O", "H", "H", "H"],
  "xyz": [[-0.7968, -0.3734, 2.0167], [-1.0715, 0.3821, 1.3886], [-0.3262, 0.5379, 0.3913], [0.9361, -0.2159, 0.0569], [1.9576, 0.0037, 1.1784], [1.4994, 0.2298, -1.2870], [-0.5997, 1.3471, -0.2799], [0.6893, -1.2844, 0.0098], [1.5965, -0.3948, 2.1245], [2.1494, 1.0677, 1.3081], [2.8964, -0.4890, 0.9365], [2.4363, -0.2799, -1.4969], [1.6891, 1.3026, -1.2814], [0.7979, 0.0058, -2.0879], [-4.4082, 0.8212, 0.3865], [-3.5479, 0.2088, -0.2223], [-2.7528, -0.5201, -0.9488], [-2.1784, -1.7243, -0.5828], [-4.1225, 1.5686, 1.0136], [-2.4883, -0.2246, -1.9521], [-2.4959, -1.9584, 0.2952]]
}



Entry 2:
{
  "formula": "C3H4S2",
  "method": "ωB97M-V with the def2-TZVPD basis set",
  "total_charge": 0,
  "orbital_gap_ev": 6.74,
  "e_homo_ha": -0.2964,
  "fmax_ha_per_bohr": 0.0745,
  "e_lumo_ha": -0.0488,
  "elements": ["C", "C", "C", "S", "S", "H", "H", "H", "H"],
  "xyz": [[1.4905, -1.3649, 0.1210], [1.3504, -0.1037, 0.1411], [-1.5723, 0.7330, -0.1068], [3.1081, -0.2525, 0.0338], [-0.0911, 1.7755, -0.0712], [1.3234, -2.4051, 0.2096], [-1.6125, 0.1765, -1.0391], [-2.4372, 1.3862, -0.0312], [-1.5593, 0.0550, 0.7429]]
}



Entry 3:
{
  "formula": "C50H41AsBrN4O5S4Ti",
  "method": "ωB97M-V with the def2-TZVPD basis set",
  "total_charge": -2,
  "orbital_gap_ev": [3.90, 6.03],
  "e_homo_ha": [-0.0068, -0.0852],
  "fmax_ha_per_bohr": 0.0102,
  "e_lumo_ha": [0.1365, 0.1365],
  "multiplicity": 2,
  "elements": ["Ti", "C", "C", "N", "C", "C", "N", "C", "O", "O", "C", "O", "O", "H", "H", "H", "H", "H", "S", "C", "C", "C", "C", "C", "C", "As", "C", "C", "C", "C", "C", "C", "C", "C", "C", "C", "C", "C", "H", "H", "H", "H", "H", "H", "H", "H", "H", "H", "H", "H", "H", "H", "Br", "C", "C", "C", "C", "N", "C", "H", "H", "H", "H", "O", "C", "C", "C", "C", "C", "S", "C", "C", "C", "C", "S", "C", "C", "C", "C", "S", "H", "H", "H", "H", "H", "H", "H", "H", "H", "C", "C", "C", "C", "C", "C", "C", "C", "N", "H", "H", "H", "H", "H", "H", "H", "H", "H"],
  "xyz": [[-0.6294, -0.6912, -0.1173], [-0.2293, -4.3540, -2.7499], [0.5724, -4.2000, -1.5060], [0.6122, -3.1420, -0.7257], [1.5419, -3.4108, 0.2378], [2.0791, -4.6556, 0.0440], [1.4436, -5.1423, -1.0693], [3.1497, -5.4374, 0.6926], [3.7312, -4.8825, 1.7228], [3.4434, -6.5418, 0.2596], [1.9217, -2.3371, 1.1952], [2.8074, -2.5976, 2.0537], [1.3794, -1.2317, 1.0063], [-0.8137, -3.4524, -2.9132], [-0.9206, -5.1958, -2.6832], [0.4340, -4.5074, -3.6055], [1.6489, -6.0402, -1.4745], [3.3269, -3.9187, 1.9189], [-1.4257, -1.8209, 2.0517], [-1.6764, -0.6751, 3.3518], [-2.5923, -1.0284, 4.3593], [-2.8802, -0.1807, 5.4108], [-2.2631, 1.0635, 5.5056], [-1.3452, 1.4243, 4.5326], [-1.0398, 0.5737, 3.4728], [0.2511, 1.0642, 2.1095], [1.9308, 0.8422, 3.0749], [3.1017, 1.0770, 2.3559], [4.3400, 0.8732, 2.9409], [4.4226, 0.4131, 4.2500], [3.2622, 0.1639, 4.9650], [2.0187, 0.3799, 4.3800], [0.1117, 3.0216, 2.2059], [1.0480, 3.8356, 2.8384], [0.9407, 5.2205, 2.7745], [-0.1040, 5.8095, 2.0760], [-1.0461, 5.0059, 1.4458], [-0.9371, 3.6241, 1.5099], [-3.0927, -1.9853, 4.2768], [-3.6045, -0.4866, 6.1581], [-2.4953, 1.7390, 6.3201], [-0.8552, 2.3904, 4.5911], [3.0419, 1.3975, 1.3201], [5.2414, 1.0457, 2.3646], [5.3904, 0.2291, 4.7016], [3.3198, -0.2167, 5.9782], [1.1153, 0.1674, 4.9390], [1.8739, 3.3871, 3.3774], [1.6804, 5.8392, 3.2700], [-0.1828, 6.8892, 2.0208], [-1.8668, 5.4480, 0.8934], [-1.6722, 3.0104, 1.0031], [-3.6102, -5.7253, -1.0252], [-3.2153, -3.9391, -1.5854], [-3.7883, -3.4672, -2.7826], [-3.4676, -2.1161, -3.0789], [-2.6224, -1.4020, -2.2824], [-1.9968, -1.9194, -1.1656], [-2.3707, -3.2029, -0.8163], [-4.4554, -4.0671, -3.3807], [-3.9014, -1.6221, -3.9406], [-2.3920, -0.3701, -2.5078], [-1.9584, -3.6040, 0.0975], [0.5844, -0.1722, -1.5010], [1.6650, 0.1540, -2.2762], [2.2595, 1.4651, -1.7522], [1.6286, 2.3208, -0.9020], [2.3879, 3.4865, -0.6082], [3.5861, 3.4983, -1.2534], [3.8151, 2.0758, -2.1818], [2.7257, -0.9550, -2.3006], [2.7967, -2.0202, -3.1524], [3.8070, -2.9527, -2.7973], [4.4969, -2.5670, -1.6866], [3.9369, -1.0724, -1.0875], [1.1508, 0.3383, -3.7099], [0.1178, -0.3616, -4.2543], [-0.1368, -0.0175, -5.6094], [0.7155, 0.9385, -6.0709], [1.7953, 1.4565, -4.8461], [0.6493, 2.1069, -0.4999], [2.0516, 4.2647, 0.0643], [4.3630, 4.2448, -1.2032], [2.1257, -2.1412, -3.9910], [4.0007, -3.8733, -3.3310], [5.2933, -3.0911, -1.1820], [-0.4531, -1.0785, -3.6818], [-0.9217, -0.4613, -6.2065], [0.7430, 1.3896, -7.0501], [-1.4907, 2.1876, -2.6293], [-2.6560, 2.3199, -1.6875], [-3.6451, 3.2573, -1.9615], [-4.7687, 3.3885, -1.1619], [-4.9049, 2.5440, -0.0670], [-3.9370, 1.6047, 0.2529], [-4.1097, 0.7168, 1.4479], [-2.7666, 1.4888, -0.5442], [-1.7832, 0.6056, -0.1938], [-0.9893, 3.1469, -2.7841], [-1.8219, 1.8321, -3.6110], [-0.7673, 1.4697, -2.2561], [-3.5250, 3.8905, -2.8364], [-5.5311, 4.1236, -1.3926], [-5.7872, 2.6125, 0.5623], [-5.1434, 0.7415, 1.7992], [-3.4648, 1.0379, 2.2692], [-3.8241, -0.3118, 1.2214]]
}



Entry 4:
{
  "formula": "C3H7N3O",
  "method": "ωB97M-V with the def2-TZVPD basis set",
  "smiles": "[H]/N=C\\N(/C=N/[H])OC",
  "total_charge": 0,
  "orbital_gap_ev": 10.40,
  "e_homo_ha": -0.3499,
  "fmax_ha_per_bohr": 0.0798,
  "e_lumo_ha": 0.0323,
  "elements": ["H", "N", "C", "N", "C", "N", "H", "O", "C", "H", "H", "H", "H", "H"],
  "xyz": [[2.4168, 0.7368, 1.0339], [2.6241, -0.0559, 0.2223], [1.4903, -0.4157, -0.2832], [0.1670, 0.0300, -0.0510], [-0.2283, 1.3069, 0.0421], [-1.4319, 1.7160, -0.0697], [-1.5653, 2.7615, 0.1337], [-0.7994, -0.8530, -0.6052], [-1.4608, -1.5629, 0.4593], [1.4953, -1.2964, -1.0232], [0.5817, 1.9457, 0.4572], [-0.6661, -1.9757, 1.1573], [-2.1038, -0.7380, 0.9415], [-2.0850, -2.4106, 0.1205]]
}



Entry 5:
{
  "formula": "C5H10O2",
  "method": "ωB97M-V with the def2-TZVPD basis set",
  "smiles": "C=C/C=C(/C)O.O",
  "total_charge": 0,
  "orbital_gap_ev": 8.86,
  "e_homo_ha": -0.3049,
  "fmax_ha_per_bohr": 0.0799,
  "e_lumo_ha": 0.0208,
  "elements": ["C", "C", "C", "C", "C", "O", "H", "H", "H", "H", "H", "H", "H", "H", "O", "H", "H"],
  "xyz": [[-1.4430, -0.1441, -0.1066], [-0.4822, -0.9442, 0.3735], [0.2934, -0.4002, 1.4226], [1.5969, -0.4933, 1.5060], [2.2444, 0.8954, 1.8397], [2.3036, -1.3703, 0.7510], [-1.4782, 0.9243, -0.0332], [-2.1737, -0.6190, -0.8463], [-0.2644, -1.9725, 0.2844], [-0.0302, 0.4481, 2.0995], [1.8291, 1.3984, 2.6843], [2.2433, 1.6193, 0.9606], [3.2875, 0.8169, 2.0727], [1.6346, -1.4920, 0.0630], [-3.0072, 0.8106, -4.3326], [-3.7292, 0.4591, -3.7469], [-2.8246, 0.0636, -4.9916]]
}



Entry 6:
{
  "formula": "C4H6N2O",
  "method": "ωB97M-V with the def2-TZVPD basis set",
  "smiles": "Nc1[nH]ccc1O",
  "total_charge": 0,
  "orbital_gap_ev": 8.37,
  "e_homo_ha": -0.2775,
  "fmax_ha_per_bohr": 0.0064,
  "e_lumo_ha": 0.0302,
  "elements": ["N", "C", "N", "C", "C", "C", "O", "H", "H", "H", "H", "H", "H"],
  "xyz": [[-1.0335, -0.7334, 1.6189], [-0.4244, -0.3028, 0.4272], [-0.6905, -0.8578, -0.7959], [-0.0295, -0.1538, -1.7793], [0.6645, 0.8651, -1.1832], [0.4204, 0.7550, 0.2128], [0.9587, 1.5209, 1.2268], [-0.7784, -0.0779, 2.3518], [-0.7320, -1.6597, 1.9027], [-1.3363, -1.6127, -0.9495], [-0.0967, -0.4475, -2.8153], [1.2826, 1.6088, -1.6674], [1.7951, 1.0959, 1.4505]]
}